[1]
ORCA calculation (ωB97M-V/def2-TZVPD) on a structure of composition C2H6BNO2 in a non-equilibrium geometry.

Last column: Löwdin charge in e.
Atoms and positions in Å:
B (-0.5271, 0.4116, -0.0300)  -0.4875
C (1.6854, -1.7003, -0.4811)  -0.0998
C (1.3351, -0.4373, -0.4862)  -0.0583
N (-2.5831, 1.7275, -0.9641)  0.1173
O (-0.8706, 0.6410, 1.2386)  0.1546
O (-1.2781, 0.9030, -1.0603)  -0.0177
H (2.6608, -1.8294, -0.7135)  0.0020
H (1.0080, -2.5226, -0.1389)  0.0733
H (2.1124, 0.3594, -0.4590)  0.0520
H (-3.2566, 1.2742, -1.5651)  0.0736
H (-2.2595, 2.5870, -1.3451)  0.0623
H (-0.2026, 0.4800, 1.9470)  0.1282

**Energy**: -309.82171 a.u.
**Energy relative to the best compared isomer or geometry (same formula, charge and spin)**: 86.3 kcal per mole
**LUMO**: 0.0226 Eh
**Kohn-Sham gap**: 0.36564 Ha
**Spin multiplicity**: 1
**Largest force on an atom**: 0.099 hartree/bohr

=====

[2]
ORCA calculation (ωB97M-V/def2-TZVPD) on a cluster of 3 separate species, C14H29F2INO7P in total.

Last column: Löwdin charge in e.
Atoms and positions in Å:
C (-5.6052, -1.6475, -2.0524)  -0.0014
C (-5.6384, -0.6748, -0.8993)  -0.5227
O (-6.5418, -0.6213, -0.1100)  0.0971
N (-4.5065, 0.1656, -0.7551)  0.0253
C (-3.5895, -0.2255, 0.3266)  -0.1941
C (-2.4754, 0.7839, 0.5637)  -0.2131
C (-2.9232, 2.2095, 0.9090)  -0.2237
C (-3.5922, 3.0729, -0.1711)  -0.2898
P (-2.6575, 3.2703, -1.7169)  0.3376
F (-3.8560, 4.0052, -2.4397)  -0.2577
F (-1.4684, 4.0227, -0.9690)  -0.2769
I (-1.3002, 3.6568, -3.8410)  0.3598
H (-5.3664, -1.1407, -2.9905)  0.0835
H (-4.8236, -2.3879, -1.8634)  0.0867
H (-6.5629, -2.1535, -2.1402)  0.0836
H (-4.0091, 0.2118, -1.6396)  0.1025
H (-4.1843, -0.3342, 1.2360)  0.1265
H (-3.1384, -1.2051, 0.1168)  0.1195
H (-1.9096, 0.4203, 1.4256)  0.1142
H (-1.7629, 0.7618, -0.2690)  0.0881
H (-2.0529, 2.7513, 1.2897)  0.1014
H (-3.6242, 2.1396, 1.7465)  0.1181
H (-3.7283, 4.0806, 0.2345)  0.0927
H (-4.5822, 2.6935, -0.4255)  0.0797
H (-2.5301, 1.9083, -2.0166)  -0.0209
C (2.0404, 1.8948, -0.8293)  -0.0463
C (0.9897, 2.1073, 0.2347)  -0.2087
O (0.9084, 0.9990, 1.1543)  0.0199
C (1.8560, 0.9609, 2.0902)  -0.6125
O (2.7169, 1.7812, 2.2709)  0.1317
O (1.6877, -0.1597, 2.7969)  -0.0113
C (2.6859, -0.3878, 3.7988)  -0.0316
H (1.8823, 0.9507, -1.3517)  0.0838
H (1.9766, 2.7089, -1.5525)  0.0800
H (3.0408, 1.8905, -0.3990)  0.0795
H (-0.0026, 2.1547, -0.2064)  0.0809
H (1.1606, 3.0274, 0.7929)  0.1297
H (2.7652, 0.4692, 4.4640)  0.0959
H (3.6516, -0.5776, 3.3328)  0.0975
H (2.3537, -1.2648, 4.3456)  0.0936
C (6.4471, -2.1635, -0.1040)  -0.0635
C (5.8341, -3.2839, -0.9135)  -0.2071
O (4.6556, -3.8175, -0.2785)  0.0360
C (3.5510, -3.0896, -0.4288)  -0.6127
O (3.4481, -2.0766, -1.0739)  0.1164
O (2.5628, -3.6843, 0.2404)  0.0081
C (1.3148, -2.9869, 0.1749)  -0.0308
H (6.6579, -2.4997, 0.9117)  0.0812
H (7.3833, -1.8466, -0.5645)  0.0808
H (5.7781, -1.3053, -0.0593)  0.0739
H (6.5080, -4.1354, -0.9811)  0.1223
H (5.5792, -2.9570, -1.9209)  0.1222
H (1.0249, -2.8116, -0.8595)  0.0962
H (1.3825, -2.0336, 0.6984)  0.0839
H (0.5888, -3.6271, 0.6671)  0.0947

**Energy**: -1971.13818 a.u.
**Energy relative to the best compared isomer or geometry (same formula, charge and spin)**: 0.0 kcal per mole
**SMILES**: CC(=O)NCCCC[PH](F)(F)I.CCOC(=O)OC.CCOC(=O)OC
**LUMO**: 0.0067 Eh
**Kohn-Sham gap**: 0.34949 Ha
**Spin multiplicity**: 1
**Largest force on an atom**: 0.012 hartree/bohr

=====

[3]
ORCA calculation (ωB97M-V/def2-TZVPD) on a cluster of 3 separate species, C38H61ClF2N3O3S in total.

Last column: Löwdin charge in e.
Atoms and positions in Å:
C (-7.2526, 0.5194, -1.1798)  0.0895
C (-6.4448, 1.5337, -1.4299)  -0.1597
N (-5.1662, 1.3551, -2.0689)  0.1112
C (-4.0208, 1.0671, -1.4560)  -0.3453
N (-4.0156, 0.8306, -0.1418)  0.1616
C (-2.7589, 0.5721, 0.5983)  -0.1890
C (-2.6213, -0.9377, 0.9142)  -0.1283
C (-3.9205, -1.7472, 0.9652)  -0.1780
C (-4.4249, -2.2820, -0.3816)  -0.1923
C (-3.3970, -3.0416, -1.2387)  -0.1929
C (-2.5148, -4.0527, -0.4975)  -0.1892
C (-1.1425, -4.2718, -1.1545)  -0.1980
C (-0.0990, -4.7182, -0.1282)  -0.1595
C (0.3696, -3.5779, 0.7689)  -0.2357
O (-0.2099, -3.6925, 2.0553)  -0.1920
C (0.4668, -2.9142, 3.0163)  -0.1022
C (-1.5214, 1.1829, -0.1223)  -0.3243
C (-0.2647, 0.5945, 0.5748)  -0.1458
C (1.0634, 1.3634, 0.4540)  -0.1781
C (2.2550, 0.4570, 0.8294)  -0.1782
C (3.4439, 0.4937, -0.1513)  -0.1943
C (4.0980, -0.8778, -0.3962)  -0.2058
C (5.4615, -1.0725, 0.2884)  -0.2544
C (5.6213, -2.4713, 0.8775)  -0.1152
C (-1.4247, 2.7173, 0.0515)  -0.1716
C (-2.6413, 3.6314, -0.1431)  -0.6584
C (-2.8833, 4.0753, -1.5937)  -0.0981
Cl (-2.3140, 5.1084, 0.8522)  0.6922
C (-1.6418, 0.6193, -1.5555)  -0.2512
S (-0.3752, 0.9577, -2.8230)  0.6750
C (0.9708, -0.1495, -2.5008)  -0.0968
O (-0.9861, 0.5374, -4.0527)  -0.2886
O (0.0315, 2.3315, -2.7133)  -0.2880
N (-2.9035, 0.9895, -2.2059)  0.1360
H (-6.9296, -0.5134, -1.2004)  0.0699
H (-8.2842, 0.7160, -0.9221)  0.0803
H (-6.6999, 2.5539, -1.1659)  0.1175
H (-5.1426, 1.4813, -3.0705)  0.1718
H (-4.6917, 1.3993, 0.3510)  0.1563
H (-2.8690, 1.0929, 1.5511)  0.1684
H (-1.9367, -1.4322, 0.2259)  0.0842
H (-2.1510, -1.0147, 1.8941)  0.1238
H (-3.7450, -2.5889, 1.6337)  0.1126
H (-4.7185, -1.1658, 1.4350)  0.1127
H (-5.2585, -2.9531, -0.1649)  0.1175
H (-4.8115, -1.4631, -0.9909)  0.0724
H (-3.9681, -3.5745, -2.0020)  0.1173
H (-2.7679, -2.3430, -1.8017)  0.0886
H (-2.3528, -3.7550, 0.5395)  0.0918
H (-3.0218, -5.0190, -0.4779)  0.1249
H (-0.7950, -3.3410, -1.6210)  0.0956
H (-1.2178, -5.0193, -1.9456)  0.1155
H (-0.5377, -5.4867, 0.5111)  0.1250
H (0.7586, -5.1750, -0.6216)  0.1132
H (1.4623, -3.5652, 0.8635)  0.1181
H (0.0667, -2.6092, 0.3393)  0.0942
H (0.5083, -1.8559, 2.7245)  0.0726
H (-0.0782, -2.9986, 3.9531)  0.0920
H (1.4897, -3.2738, 3.1678)  0.0933
H (-0.4961, 0.5552, 1.6424)  0.1348
H (-0.1112, -0.4340, 0.2527)  0.0761
H (1.2076, 1.8286, -0.5225)  0.0928
H (1.0254, 2.1861, 1.1675)  0.1171
H (1.9019, -0.5734, 0.9353)  0.0817
H (2.6109, 0.7343, 1.8224)  0.1185
H (4.1928, 1.1773, 0.2516)  0.1116
H (3.1247, 0.9438, -1.0928)  0.0824
H (3.4265, -1.6670, -0.0434)  0.0880
H (4.2098, -1.0367, -1.4714)  0.1067
H (5.5444, -0.3524, 1.1065)  0.1050
H (6.2769, -0.8784, -0.4042)  0.0909
H (4.9413, -2.6071, 1.7215)  0.0682
H (6.6322, -2.6153, 1.2573)  0.0694
H (5.4250, -3.2468, 0.1351)  0.0735
H (-0.6236, 3.1227, -0.5633)  0.1109
H (-1.1162, 2.8481, 1.0886)  0.1039
H (-3.5432, 3.2354, 0.3150)  0.0745
H (-2.8221, 5.1549, -1.6867)  0.0705
H (-3.8653, 3.7654, -1.9547)  0.0668
H (-2.1151, 3.6615, -2.2499)  0.0646
H (-1.6396, -0.4705, -1.4703)  0.1171
H (0.8023, -1.0058, -3.1494)  0.0824
H (1.8748, 0.3731, -2.8038)  0.0825
H (1.0149, -0.4754, -1.4658)  0.0550
H (-2.8299, 1.7567, -2.8656)  0.1379
F (-3.5377, 5.8519, 5.9634)  0.0513
C (-2.8014, 6.8054, 5.3526)  -0.2859
C (-2.5171, 6.6586, 4.0103)  -0.0404
C (-1.7635, 7.6402, 3.3821)  -0.0955
C (-1.3017, 8.7348, 4.1002)  -0.0923
C (-1.6007, 8.8522, 5.4507)  -0.0783
C (-2.3611, 7.8841, 6.0916)  -0.0134
H (-2.8843, 5.7927, 3.4784)  0.0669
H (-1.5337, 7.5506, 2.3279)  0.0792
H (-0.7121, 9.4964, 3.6082)  0.1028
H (-1.2411, 9.7038, 6.0128)  0.1073
H (-2.6115, 7.9569, 7.1409)  0.1194
F (8.1207, -2.2151, -1.2309)  0.0433
C (8.1728, -3.2868, -2.0539)  -0.2871
C (8.7046, -4.4653, -1.5724)  -0.0155
C (8.7494, -5.5613, -2.4226)  -0.0793
C (8.2737, -5.4632, -3.7231)  -0.0937
C (7.7467, -4.2625, -4.1781)  -0.0837
C (7.6892, -3.1576, -3.3398)  -0.0205
H (9.0744, -4.5142, -0.5574)  0.1187
H (9.1605, -6.4959, -2.0648)  0.1069
H (8.3161, -6.3203, -4.3811)  0.1028
H (7.3807, -4.1810, -5.1931)  0.1050
H (7.2831, -2.2111, -3.6699)  0.1152

**Net charge**: +1
**Energy**: -2932.37251 a.u.
**Energy relative to the best compared isomer or geometry (same formula, charge and spin)**: 0.0 kcal per mole
**LUMO**: -0.0913 Eh
**Kohn-Sham gap**: 0.30208 Ha
**Spin multiplicity**: 1
**Largest force on an atom**: 0.017 hartree/bohr

=====

[4]
ORCA calculation (ωB97M-V/def2-TZVPD) on a structure of composition C7H8Cl4F9NaO9S3 in a non-equilibrium geometry.

Last column: Löwdin charge in e.
Atoms and positions in Å:
Na (6.0284, -0.3661, 26.7338)  0.2875
C (3.8102, -4.6501, 28.0239)  -0.6361
F (4.2762, -5.3035, 29.0935)  0.1044
F (4.7107, -4.8870, 27.0409)  0.0705
F (2.6613, -5.2366, 27.6750)  0.0975
S (3.5762, -2.8016, 28.3689)  0.4573
O (2.1478, -2.6439, 28.2548)  -0.3195
O (4.0645, -2.6987, 29.7066)  -0.2822
O (4.3537, -2.0961, 27.3515)  -0.3684
C (4.1359, 3.1140, 29.2714)  -0.6706
F (5.2046, 3.4266, 30.0033)  0.1146
F (3.1301, 3.8760, 29.7248)  0.0957
F (4.3703, 3.4671, 28.0002)  0.0924
S (3.7059, 1.2925, 29.3380)  0.4651
O (4.6915, 0.7528, 28.4096)  -0.3416
O (3.8455, 0.8805, 30.7085)  -0.2960
O (2.3288, 1.2699, 28.8907)  -0.3249
C (8.7088, -2.6518, 29.9814)  -0.6525
F (9.3910, -2.9013, 31.1271)  0.0811
F (9.5733, -2.7985, 28.9660)  0.0884
F (7.7583, -3.5849, 29.9311)  0.1245
S (7.9457, -0.9531, 30.0591)  0.4522
O (7.4857, -0.7950, 28.6820)  -0.3486
O (6.9549, -1.0487, 31.0635)  -0.2555
O (9.0911, -0.1146, 30.3783)  -0.3468
Cl (5.2450, -1.6654, 24.2331)  0.6488
C (5.8074, -3.1592, 23.4488)  -0.6336
C (4.8376, -4.2852, 23.6153)  -0.6502
Cl (3.3930, -4.1204, 22.5811)  0.5340
H (6.7864, -3.3898, 23.8666)  0.0797
H (5.9806, -2.9491, 22.3933)  0.0639
H (4.5135, -4.3686, 24.6382)  0.0512
H (5.3157, -5.2240, 23.3370)  0.0738
Cl (11.4696, -1.3112, 26.4501)  0.5550
C (11.1124, 0.4184, 26.3016)  -0.6789
C (9.6598, 0.7606, 26.5822)  -0.5798
Cl (8.6293, -0.0479, 25.3463)  0.5828
H (11.3925, 0.7986, 25.3217)  0.0605
H (11.7381, 0.9361, 27.0302)  0.0718
H (9.5481, 1.8301, 26.4165)  0.0761
H (9.3144, 0.4747, 27.5748)  0.0563

**Net charge**: -2
**Energy**: -5045.35588 a.u.
**Energy relative to the best compared isomer or geometry (same formula, charge and spin)**: 9.4 kcal per mole
**LUMO**: 0.1197 Eh
**Kohn-Sham gap**: 0.24621 Ha
**Spin multiplicity**: 1
**Largest force on an atom**: 0.031 hartree/bohr

=====

Number 1: highest occupied orbital energy -0.3430 Eh. Number 2: highest occupied orbital energy -0.3428 Eh. Number 3: highest occupied orbital energy -0.3934 Eh. Number 4: highest occupied orbital energy -0.1265 Eh.